94
Properties=species:S:1:pos:R:3:forces:R:3:lowdin_charge:R:1 method="wB97M-V/def2-TZVPD" homo_lumo_gap_ev="6.3 / 5.9" e_tot_ev=-83717.51825 de_lowest_kj_mol=417.51 multiplicity=1 lumo_ha="-0.083 / -0.105"
Ba -1.06357 1.09790 -1.34035 2.6 2.5 7.1 2.1766
Te -0.82188 2.11497 -4.27492 -0.5 2.4 -4.2 1.8871
F 2.58024 -4.29068 0.93500 0.0 0.0 -0.1 0.2099
F 0.39305 2.83035 -5.57483 -0.8 -0.6 0.6 -0.3862
F -0.22182 0.50633 -5.20091 -0.5 0.9 0.7 -0.3653
F -2.34833 1.86415 -5.34913 1.0 0.1 0.6 -0.3175
F -2.27639 2.37321 -2.86237 -0.3 0.2 -1.6 -0.5975
F -4.04083 0.09593 -3.19788 0.0 0.0 0.0 0.2213
F -3.08963 -1.96714 -2.71278 -0.1 0.1 0.0 0.1819
F -1.24936 4.00146 -4.26740 0.4 -1.3 0.1 -0.3891
F 0.51771 -4.90230 0.11728 -0.1 0.1 0.0 0.1818
O -3.06340 -0.21348 -1.12244 -1.6 -0.7 -0.7 -0.2114
O -1.72277 -0.13640 -3.27658 -1.3 -0.6 -1.2 -0.3336
O 1.86935 -3.35126 -1.04539 0.2 0.2 -0.5 0.0994
O 0.34582 1.96407 -2.94663 1.3 0.7 -1.3 -0.7986
O 0.77680 -2.76889 1.13018 -0.2 0.3 0.0 0.1359
N -0.62547 -0.83517 -2.79316 0.8 -1.8 -0.6 -0.0810
N 1.45063 1.01735 1.12266 -1.1 0.5 -0.3 0.1347
N -1.09544 2.46976 1.46461 -0.5 -0.1 -0.2 0.0980
N -2.15562 -0.88510 -0.35319 -0.6 -2.0 1.2 -0.1040
N -0.32001 -2.35680 0.67628 0.3 -0.1 0.3 0.1362
N 0.80332 -2.72480 -1.63636 -0.2 0.0 0.5 0.1430
C 2.60451 0.27093 1.17455 1.3 -0.9 0.2 -0.1593
C -3.50175 3.74376 0.15202 0.0 0.0 -0.1 -0.0216
C 0.85407 -2.61840 -2.89741 0.5 -0.1 -0.2 -0.2561
C 0.05999 2.67895 2.15276 -0.5 0.0 -0.2 -0.2395
C 2.04357 -1.73190 4.24007 0.0 0.1 0.0 -0.0565
C -4.28902 4.21015 2.47051 0.1 -0.1 -0.1 -0.0533
C -2.01899 3.24516 2.04897 0.4 -0.5 -0.5 -0.2167
C -2.55753 -1.96632 0.20831 -0.4 0.7 -0.6 -0.2255
C 3.31728 0.06264 -0.04526 -0.4 0.1 0.8 -0.1218
C -1.80595 -3.70403 2.01740 0.2 0.1 -0.1 0.0336
C 3.19627 2.17802 -1.37838 -0.1 -0.1 0.0 -0.0394
C -0.82336 -2.28350 -4.79141 -0.1 0.1 0.1 0.0127
C -3.44884 3.26741 1.60281 -0.2 0.0 0.1 -0.5427
C 4.22107 -1.08194 2.33934 0.2 -0.1 -0.2 -0.0346
C -4.00961 1.83960 1.70549 0.1 0.1 -0.1 -0.0228
C 2.81211 0.69688 -1.30820 -0.1 0.1 -0.1 -0.3867
C 1.26587 1.95589 1.98290 0.6 -0.1 0.1 -0.0864
C -3.92832 -2.55614 0.13146 0.0 0.1 -0.1 0.0165
C 3.00379 0.51181 4.75621 -0.1 0.0 -0.1 -0.0585
C 3.05039 -0.34342 2.38619 -0.2 0.3 -0.7 -0.1268
C -0.26271 -1.85112 -3.47620 -0.5 0.4 -0.4 -0.2377
C 4.94329 -1.23648 1.16775 -0.1 0.0 0.1 -0.0458
C 4.48520 -0.67482 -0.01410 0.0 -0.1 0.1 -0.0208
C 1.89542 -3.19574 -3.80406 0.1 0.0 0.1 0.0067
C -0.13642 3.65114 3.18803 -0.3 0.4 0.4 0.0009
C -1.51539 -2.66385 0.97195 0.3 -0.2 0.3 -0.1851
C 3.24348 -0.03153 -2.57309 0.0 0.1 0.0 -0.0516
C -1.44989 4.00001 3.12975 0.6 0.3 0.5 0.0097
C 2.28315 -0.32156 3.69002 -0.1 0.1 0.2 -0.3795
B -3.03498 -0.58638 -2.60833 -0.5 -0.7 -0.4 -1.1510
B 1.51016 -3.95216 0.17960 0.1 -0.6 0.4 -1.0404
H -5.32057 4.20282 2.12255 -0.1 0.0 0.0 0.0900
H 3.97071 0.06674 4.99230 0.0 0.0 0.0 0.0812
H -1.97597 4.70012 3.75373 0.0 0.0 0.1 0.1076
H -3.86316 -3.61082 -0.13137 0.0 -0.1 0.0 0.1063
H 3.19257 1.53419 4.43121 0.0 0.1 0.0 0.0675
H 2.41636 0.54305 5.67371 0.0 0.0 0.1 0.0809
H 2.06801 2.24381 2.66743 0.0 -0.1 0.0 0.1299
H -3.13672 4.76627 0.05716 0.0 0.0 0.0 0.1011
H -2.87201 -3.85561 2.13793 -0.1 0.0 0.0 0.0778
H 1.64256 -2.38581 3.47431 -0.1 -0.1 -0.1 0.0641
H 2.82761 2.72736 -0.51154 0.0 0.0 0.0 0.0735
H -2.88895 3.11107 -0.48541 -0.1 0.0 -0.1 0.0277
H -5.01364 1.81037 1.28216 0.0 0.0 0.0 0.0956
H -4.06141 1.51866 2.74590 0.0 0.0 0.1 0.0915
H 5.04187 -0.82757 -0.92709 0.0 0.0 0.0 0.1125
H -0.10366 -2.03498 -5.57352 0.0 0.0 0.0 0.0992
H 2.96496 -2.17729 4.61319 0.1 0.0 0.0 0.0776
H -3.38013 1.14058 1.15342 -0.1 0.0 0.0 0.0556
H -1.33331 -4.64277 1.73069 0.0 0.0 0.0 0.0970
H 2.65548 -3.71252 -3.22263 0.0 0.0 0.0 0.0871
H 4.28163 2.28376 -1.40543 0.1 0.0 0.0 0.0893
H 1.34382 -1.68821 5.07580 0.0 0.0 0.0 0.0816
H -4.28573 3.89920 3.51454 0.0 0.0 0.1 0.0866
H 2.77445 2.62562 -2.27760 0.0 0.1 0.0 0.0747
H 3.13113 -1.10699 -2.45741 0.0 -0.1 0.0 0.0643
H -1.75629 -1.77445 -5.00798 0.0 0.0 0.0 0.0922
H 4.28544 0.17977 -2.81820 0.0 0.0 0.0 0.0871
H 1.29655 0.11620 3.51495 0.1 0.0 0.0 0.1182
H 1.43470 -3.89684 -4.49982 0.0 0.0 0.0 0.0894
H 1.72162 0.63802 -1.24780 0.0 0.0 -0.1 0.0624
H 2.63159 0.31000 -3.40783 0.0 0.0 -0.1 0.0843
H -0.97150 -3.36275 -4.80051 0.0 0.0 0.0 0.1019
H -4.42014 -2.47954 1.10228 0.0 0.0 0.0 0.0978
H 4.57216 -1.56580 3.23997 0.0 0.0 0.0 0.1123
H -4.52565 3.70722 -0.21835 0.0 0.0 0.0 0.1009
H 2.36222 -2.40687 -4.39411 0.0 0.0 0.0 0.0936
H -4.52604 -2.03669 -0.61070 0.0 0.0 0.0 0.0894
H 0.61983 3.99693 3.87383 0.0 0.0 0.0 0.1132
H -3.92287 5.23378 2.40766 0.0 0.1 0.0 0.0875
H -1.38028 -3.38712 2.96916 0.0 0.0 0.0 0.1005
H 5.85347 -1.81947 1.17209 0.0 0.0 0.0 0.1077

***

103
Properties=species:S:1:pos:R:3:forces:R:3:lowdin_charge:R:1 method="wB97M-V/def2-TZVPD" homo_lumo_gap_ev=7.1 e_tot_ev=-142354.39114 multiplicity=1 lumo_ha=-0.027
Cl 0.98972 -0.41446 -2.07872 -0.2 0.3 0.2 0.6246
Cl 0.83780 -2.84812 -0.27106 0.1 0.3 0.2 0.6966
S -6.15167 0.38288 -1.57249 -0.2 -0.1 -0.7 0.8399
Si -3.37385 0.93494 -0.30388 -1.3 0.5 -0.5 0.5245
Si -0.54439 1.46403 -0.17668 1.1 3.2 -0.8 0.4113
F -3.89521 -8.39216 0.69344 0.0 0.0 0.1 0.0806
F 14.40325 -1.24520 -4.00053 0.0 0.0 -0.1 0.0797
F -5.47773 1.88719 4.71702 0.0 0.0 -0.1 0.0744
F 10.28690 0.51491 2.16869 0.1 0.0 0.0 0.0793
F 6.39052 0.15850 0.13775 0.1 0.0 0.1 0.0678
F -6.54969 7.43172 -3.76239 0.0 0.0 0.1 0.0752
O -6.29404 -0.01676 3.81961 -0.5 0.2 0.2 0.1100
O -7.42337 -1.96852 3.70054 0.1 0.0 0.0 0.1834
O -3.33406 -5.25719 -0.59994 0.1 -0.1 0.1 0.0727
O 13.54137 -3.18318 -4.76977 -0.5 0.1 0.1 0.1318
O 12.04820 -3.60862 -3.15140 0.2 0.2 -0.2 0.0709
O 3.51414 1.62266 1.34654 0.8 -0.2 -0.1 0.0213
O -7.68311 6.19346 -2.25433 0.4 -0.2 0.2 0.1338
O 4.39894 3.19450 2.69092 0.0 0.1 0.0 0.1925
O 5.73704 1.69982 1.65017 -0.3 -0.3 0.2 0.1303
O 12.43214 -5.15039 -4.74667 0.0 -0.1 0.0 0.1824
O 10.42136 0.93511 -1.24485 0.2 0.0 0.3 0.0744
O 12.63166 0.69291 -1.59517 0.0 -0.2 0.0 0.1757
O -7.90306 -0.47775 5.31641 0.2 0.2 -0.2 0.0760
O -2.02469 1.78410 -0.87642 0.2 -1.1 1.2 -0.2643
O -6.60921 4.23384 -2.48023 -0.1 0.5 0.0 0.0543
O -1.48362 -4.66656 0.54608 -0.6 -0.2 -0.1 0.1219
O -8.45187 4.35505 -1.19237 -0.1 0.0 0.0 0.1826
O -2.54607 -6.60520 0.99671 -0.3 0.3 0.0 0.1453
O -3.52344 -2.00481 0.14030 0.8 -0.1 0.4 0.1122
O 11.80204 0.69478 0.50441 -0.2 0.4 -0.3 0.1378
O -3.13076 -1.25394 -2.12871 1.1 -0.2 0.8 -0.0152
C -6.41122 6.49059 -2.79667 -0.3 0.1 -0.3 -0.3190
C 0.14094 -0.26790 -0.53354 -0.1 0.1 -0.8 -0.6755
C -3.86910 -7.03920 0.71905 0.2 -0.4 -0.1 -0.3077
C 0.67043 2.65074 -1.02142 -0.2 -1.4 0.0 -0.1641
C -7.52956 0.95597 0.80056 -0.1 -0.4 0.6 -0.1543
C -7.22750 -0.92822 4.22878 0.0 -0.4 -0.1 -0.5500
C -2.37322 -5.43363 0.32980 0.6 0.2 0.1 -0.5326
C -7.28782 0.74389 5.73143 -0.3 0.1 0.3 -0.0527
C 11.70999 0.76559 -0.85428 0.1 0.0 -0.1 -0.5514
C 0.08251 -1.35439 0.21812 -0.2 -0.4 0.5 -0.7852
C -4.86488 1.63489 -1.27200 0.6 -0.2 1.2 -0.5357
C -0.58315 -1.38850 1.56934 0.7 -0.8 -0.1 -0.0926
C -3.79040 1.24005 1.51372 0.6 0.2 -0.4 -0.1537
C 9.59934 0.83259 -0.07594 -0.4 0.2 -0.2 -0.0573
C 13.25252 -1.94116 -4.14895 0.5 0.0 0.1 -0.3148
C 4.09177 0.65730 0.45840 -0.4 -0.2 -0.2 -0.0458
C 0.76214 1.72757 2.27061 -0.7 0.4 -0.4 -0.0239
C -6.82450 -0.15475 0.03053 0.4 1.0 0.0 -0.5217
C -4.12138 -6.45091 -0.64496 -0.4 0.1 -0.3 -0.0406
C -5.98163 5.16383 -3.36844 0.4 -0.3 -0.1 -0.0522
C -2.32394 -2.40541 -2.42783 -0.4 0.3 -1.1 -0.0533
C 10.57294 1.17654 1.02224 0.0 -0.4 0.2 -0.3112
C -6.62080 1.20480 4.46070 0.5 0.0 0.1 -0.3225
C 5.44937 0.43829 1.07634 0.2 0.2 -0.2 -0.3060
C -0.45473 1.90505 1.64108 0.0 0.6 0.0 -0.1861
C 4.53422 2.26957 1.96766 -0.1 0.3 0.0 -0.5396
C 12.65198 -4.09108 -4.26895 0.0 -0.2 0.0 -0.5494
C -7.66250 4.87190 -1.90548 -0.2 -0.3 0.0 -0.5418
C 12.68039 -2.36662 -2.82099 -0.3 0.1 0.3 -0.0565
B -3.33059 -1.00898 -0.79084 -0.4 0.1 -0.6 -0.7116
H -3.75696 -7.09766 -1.44437 0.1 -0.1 0.1 0.1477
H -6.02039 -0.59134 0.61777 -0.1 -0.2 0.2 0.0519
H -4.48501 1.97913 -2.22982 -0.3 -0.1 -0.3 0.0389
H -8.17563 1.57570 0.18605 0.0 0.0 -0.2 0.0688
H -3.13797 0.74150 2.22715 -0.1 -0.2 0.0 0.0265
H -1.28560 2.31534 2.21871 -0.8 -2.2 0.5 0.0611
H 0.37390 3.68422 -0.89343 0.0 0.1 0.0 0.0367
H 13.45708 -2.54062 -2.07520 0.1 0.1 -0.1 0.1499
H 4.15762 1.07991 -0.54546 0.2 0.0 0.0 0.1472
H -5.76120 6.87578 -2.00883 0.0 0.1 -0.1 0.1736
H -3.72860 2.30552 1.74217 -0.2 0.1 0.0 0.0446
H -7.25854 1.80013 3.80450 0.1 0.1 0.0 0.1663
H -6.83803 1.59374 1.34798 0.1 0.2 -0.2 0.0499
H 0.97627 0.96335 3.01530 -0.5 1.2 1.5 0.0612
H 1.65665 2.44419 -0.60021 0.1 0.3 0.1 0.0132
H -6.56516 0.53966 6.52289 0.1 0.0 -0.1 0.1457
H -6.35655 5.00848 -4.38106 -0.1 0.2 0.0 0.1464
H 11.96325 -1.65464 -2.42517 -0.1 -0.1 -0.1 0.1187
H -4.81410 0.90188 1.64956 -0.1 -0.1 0.1 0.0020
H -2.96731 -3.18873 -2.82418 0.1 -0.3 0.3 0.0951
H 0.72011 2.35080 -2.06799 0.0 0.4 -0.2 0.0072
H 12.56506 -1.37137 -4.77632 0.1 0.1 0.0 0.1756
H -2.77325 -2.61691 0.21762 -0.4 -0.3 -0.1 0.0656
H 3.49063 -0.24900 0.42042 -0.1 0.1 0.1 0.1377
H -7.55383 -0.92553 -0.19665 0.1 -0.2 -0.3 0.0738
H -1.64744 -2.11249 -3.22912 0.1 0.1 0.0 0.0878
H -1.57340 -0.95070 1.58852 -0.1 0.2 0.0 0.0654
H 9.21956 -0.18577 0.01393 0.1 0.0 0.2 0.1425
H -5.23120 2.49878 -0.71455 -0.3 0.1 -0.2 0.0327
H -0.64077 -2.42892 1.87896 -0.3 -0.1 0.0 0.0669
H 8.75870 1.51932 -0.12641 0.1 0.1 -0.2 0.1346
H 0.08291 -0.91867 2.28403 -0.1 0.3 0.2 0.0665
H -8.02884 1.44846 6.10063 -0.2 -0.1 -0.1 0.1412
H -1.69918 -2.74035 -1.60485 -0.2 -0.2 0.2 0.0494
H -4.54049 -6.67937 1.50015 0.0 -0.1 0.0 0.1770
H -8.15170 0.46965 1.55794 -0.1 0.1 0.1 0.0678
H 10.66052 2.24342 1.23369 0.0 0.0 0.1 0.1761
H -4.90171 5.03468 -3.36791 0.0 -0.2 0.2 0.1407
H 5.47487 -0.32880 1.85200 0.1 -0.1 -0.1 0.1764
H -5.16901 -6.22256 -0.82256 0.1 0.2 0.0 0.1446
H 1.52793 2.44385 2.02307 1.1 -1.3 -1.3 0.0504